[1]
Below is an isolated molecule of C4H6FNO at a distorted geometry, with properties calculated with ωB97M-V/def2-TZVPD.

Last column: natural (NBO) charge in e.
Element x y z (Å)
1 C 1.42477 -0.47543 0.14636  0.04
2 C 0.65156 0.76297 -0.18526  -0.11
3 C -0.58332 1.53371 0.31581  -0.24
4 C -1.49135 -0.80144 -0.20069  0.48
5 H 1.09588 -0.98302 1.04760  0.19
6 H 0.86252 -1.11664 -0.87715  0.18
7 H 1.05914 1.11419 -1.03749  0.21
8 H -0.92907 1.40203 1.48328  0.23
9 H -0.63322 2.58428 0.08921  0.22
10 H -1.18864 -1.78928 -0.69147  0.15
11 N -0.80875 0.37960 -0.73198  -0.44
12 O -2.60252 -0.72949 0.39869  -0.54
13 F 2.91164 -0.46131 0.16255  -0.37

**Electronic energy**: -10495.8294 eV
**E_LUMO**: 0.48 eV
**SMILES string**: O=CN1C[C@H]1CF
**Frontier orbital gap**: 0.3968 Eh
**HOMO level**: -10.315 eV
**Relative energy (zero: lowest compared OMol25 entry of this formula, charge and spin)**: 417.2 kJ/mol

[2]
Below is an isolated molecule of C10H10N8 at a distorted geometry, with properties calculated with ωB97M-V/def2-TZVPD.

Last column: natural (NBO) charge in e.
Element x y z (Å)
1 N -1.43018 0.55422 -2.29627  -0.42
2 N 0.33905 2.08669 1.80676  -0.45
3 N -0.42394 -2.03837 -1.77137  -0.45
4 N 1.39420 -0.57093 2.29089  -0.41
5 C -1.58107 -0.45587 -3.13063  0.32
6 C 1.04996 1.75656 2.89873  0.32
7 C -1.04433 -1.77409 -2.90743  0.32
8 C 1.62563 0.44072 3.10126  0.32
9 C -0.51047 1.32171 -0.23219  -0.21
10 C 0.41512 -1.28998 0.26196  -0.20
11 C -0.75998 0.27124 -1.15961  0.08
12 C 0.17651 1.07040 0.94943  0.16
13 C -0.28083 -1.02846 -0.90988  0.16
14 C 0.67171 -0.25341 1.18298  0.07
15 N -2.34776 -0.01534 -4.20936  -0.80
16 N 1.18256 2.79499 3.78413  -0.80
17 N -1.11471 -2.80731 -3.78550  -0.80
18 N 2.38232 0.02068 4.21193  -0.81
19 H -0.92122 2.30018 -0.44136  0.22
20 H 0.72571 -2.29731 0.43166  0.22
21 H -2.31348 1.00680 -4.24923  0.41
22 H -2.24235 -0.49624 -5.08427  0.37
23 H 1.31509 2.50188 4.74341  0.38
24 H 0.57785 3.61718 3.54499  0.42
25 H -1.88295 -2.85514 -4.43883  0.39
26 H -0.72555 -3.66584 -3.36932  0.41
27 H 2.91695 0.71098 4.69877  0.38
28 H 2.80616 -0.90594 4.07836  0.41

**Electronic energy**: -22454.2002 eV
**E_LUMO**: -0.19 eV
**SMILES string**: Nc1nc2cc3nc(N)c(N)nc3cc2nc1N
**Frontier orbital gap**: 0.2629 Eh
**HOMO level**: -7.338 eV
**Relative energy (zero: lowest compared OMol25 entry of this formula, charge and spin)**: 5.8 kJ/mol

[3]
Below is C24H19BCl2F2MnN5O4S as an isolated structure at a distorted geometry, with properties calculated with ωB97M-V/def2-TZVPD.

Last column: natural (NBO) charge in e.
Element x y z (Å)
1 Mn 1.50659 -0.07875 -2.22494  1.14
2 N -0.61615 -6.80838 0.13212  -0.78
3 C -0.63888 -5.57815 -0.45127  0.20
4 C -0.83084 -5.44784 -1.83493  -0.27
5 C -0.77558 -4.20868 -2.43863  -0.19
6 C -0.52840 -3.07334 -1.67420  0.15
7 C -0.39263 -3.17283 -0.30006  -0.21
8 C -0.47111 -4.40956 0.30623  -0.24
9 S 0.88405 -2.01291 -3.43630  1.72
10 O -0.33969 -1.80561 -2.30205  -0.70
11 O 2.10604 -1.91249 -2.56290  -0.85
12 N 0.93751 -0.46889 -3.97626  -0.82
13 C -0.01352 0.52215 -3.91225  0.55
14 N -1.04156 0.68680 -4.70087  -0.42
15 C -1.69508 1.84323 -4.56284  0.15
16 C -1.32987 2.81714 -3.63960  -0.29
17 C -0.28856 2.52552 -2.77845  0.15
18 N 0.34794 1.36398 -2.90593  -0.51
19 H -0.72709 -7.63545 -0.42238  0.40
20 H -0.48602 -6.91309 1.11982  0.40
21 H -1.02236 -6.32969 -2.43249  0.22
22 H -0.93935 -4.12070 -3.50565  0.22
23 H -0.22664 -2.28007 0.29294  0.25
24 H -0.37608 -4.48080 1.38237  0.22
25 H -2.53489 1.97905 -5.23352  0.23
26 H -1.83321 3.77041 -3.59152  0.26
27 H 0.05050 3.17956 -1.98456  0.27
28 F 3.75253 0.83823 -3.57724  -0.47
29 B 3.26170 0.85093 -2.35353  1.22
30 F 4.07339 1.28023 -1.42533  -0.46
31 Cl 0.39348 4.90512 4.07902  0.01
32 C -0.59436 4.39665 2.74996  0.03
33 C -1.17353 5.35420 1.94550  -0.24
34 C -1.98277 4.96346 0.89313  -0.23
35 C -2.18891 3.61857 0.65919  -0.22
36 C -1.57410 2.65238 1.43928  -0.07
37 Cl -1.95255 1.00560 1.05523  0.00
38 C -0.75738 3.01081 2.53382  0.09
39 N -0.21280 2.15292 3.47059  -0.62
40 C 0.17302 0.79754 3.36782  0.16
41 C -0.41646 -0.11795 4.23865  -0.21
42 C -0.10465 -1.46165 4.16841  -0.19
43 C 0.82639 -1.90590 3.24085  -0.24
44 C 1.48408 -0.99025 2.43883  -0.14
45 C 1.18667 0.36854 2.49385  -0.05
46 C 2.02042 1.33574 1.68117  -0.54
47 C 1.70213 1.33846 0.19752  0.83
48 O 1.55122 2.36212 -0.44884  -0.65
49 O 1.63404 0.14438 -0.35973  -0.74
50 H -0.99815 6.40117 2.14784  0.24
51 H -2.45992 5.70825 0.27118  0.23
52 H -2.86139 3.29660 -0.12466  0.22
53 H -0.09507 2.57057 4.37912  0.41
54 H -1.15903 0.23691 4.94215  0.23
55 H -0.59595 -2.16364 4.82898  0.22
56 H 1.06902 -2.95874 3.17302  0.21
57 H 2.25846 -1.32291 1.75893  0.21
58 H 3.06688 1.02287 1.73340  0.25
59 H 1.94844 2.35816 2.03996  0.26

**Electronic energy**: -114144.1288 eV
**2S+1**: 4
**E_LUMO (spin up / spin down)**: -5.02 / -4.92 eV
**Total charge**: +1
**Expectation value of S²**: 3.886
**Frontier orbital gap (spin up / spin down)**: 0.1906 / 0.1945 Eh
**HOMO level (spin up / spin down)**: -10.209 / -10.209 eV
**Relative energy (zero: lowest compared OMol25 entry of this formula, charge and spin)**: 322.8 kJ/mol